DFT (the ωB97M-V functional and the def2-TZVPD basis) results for a cluster of 2 separate species, C3H9N in total at a distorted geometry.

Energy above the lowest of the compared OMol25 structures with the same formula, charge and spin: 321.37 kJ/mol
Highest occupied orbital energy: -8.01 eV
HOMO-LUMO gap: 0.332 hartree

```
! wB97M-V def2-TZVPD RIJCOSX def2/J DEFGRID3
* xyz 0 1
H -0.856 -1.603 -0.224
H 1.237 -0.035 -0.605
H -0.565 0.528 -1.627
N 2.001 0.017 0.156
H -1.560 1.371 -0.502
C -0.855 0.540 -0.573
H 2.162 0.690 2.034
H -2.380 -1.004 -0.889
H 2.829 -0.579 0.176
C 1.544 0.736 1.122
H -1.968 -0.712 0.804
C -1.559 -0.766 -0.207
H -0.031 0.817 0.335
*
```

=====

DFT (the ωB97M-V functional and the def2-TZVPD basis) results for the ion C3H9N2 with charge +1 at a distorted geometry.

Energy above the lowest of the compared OMol25 structures with the same formula, charge and spin: 312.85 kJ/mol
Highest occupied orbital energy: -14.48 eV
HOMO-LUMO gap: 0.389 hartree
SMILES string: C=C[NH2+]CN

```
! wB97M-V def2-TZVPD RIJCOSX def2/J DEFGRID3
* xyz 1 1
C -1.214 0.534 0.239
C -1.651 1.455 1.146
H -1.492 0.673 -0.803
H 2.659 -0.965 -0.596
C 0.551 -1.113 -0.833
N 1.893 -0.573 -1.041
H -0.875 1.716 1.818
H 0.417 -2.205 -0.760
N -0.067 -0.310 0.483
H 0.817 0.262 0.723
H -0.204 -1.135 1.251
H -0.244 -0.721 -1.642
H -2.644 1.954 1.049
H 2.055 0.428 -1.033
*
```

=====

DFT (the ωB97M-V functional and the def2-TZVPD basis) results for the ion C3H9N2 with charge +1 at a distorted geometry.

Energy above the lowest of the compared OMol25 structures with the same formula, charge and spin: 308.82 kJ/mol
Highest occupied orbital energy: -14.64 eV
HOMO-LUMO gap: 0.411 hartree
SMILES string: C[NH2+][C@@H]1CN1

```
! wB97M-V def2-TZVPD RIJCOSX def2/J DEFGRID3
* xyz 1 1
H 0.534 1.877 0.949
H -1.180 -1.006 0.642
H 0.383 -1.652 -0.657
H -1.233 -0.543 -1.778
C -0.365 -0.348 0.723
C -0.162 1.054 1.227
N 0.503 -0.130 1.742
H -1.053 1.328 1.895
H 1.479 -0.306 -0.559
H 0.395 -0.368 -2.791
H 0.531 -0.398 2.747
H -0.191 1.085 -1.700
N 0.505 -0.536 -0.612
C -0.147 -0.057 -1.827
*
```

=====

DFT (the ωB97M-V functional and the def2-TZVPD basis) results for a structure of composition C3H9N2 at a distorted geometry.

Energy above the lowest of the compared OMol25 structures with the same formula, charge and spin: 215.85 kJ/mol
Highest occupied orbital energy: -14.53 eV
HOMO-LUMO gap: 0.396 hartree

```
! wB97M-V def2-TZVPD RIJCOSX def2/J DEFGRID3
* xyz 1 1
H 1.212 -1.740 1.019
H -1.448 -0.866 0.158
H -0.498 -0.898 -2.029
H 0.080 -1.073 2.081
N 0.064 1.439 0.760
N 0.262 -1.434 1.159
C -0.037 1.076 -0.581
C 0.149 -0.831 -1.173
H 1.208 -0.913 -1.341
H -0.985 1.192 -1.071
H 0.341 2.410 0.828
C -0.379 -1.005 0.090
H 0.838 1.307 -1.160
H -0.807 1.337 1.260
*
```

=====

DFT (the ωB97M-V functional and the def2-TZVPD basis) results for a cluster of 2 separate species, C3H9N2 in total at a distorted geometry.

Energy above the lowest of the compared OMol25 structures with the same formula, charge and spin: 567.84 kJ/mol
Highest occupied orbital energy: -13.07 eV
HOMO-LUMO gap: 0.158 hartree

```
! wB97M-V def2-TZVPD RIJCOSX def2/J DEFGRID3
* xyz 1 1
H 4.184 -0.983 -0.365
H -1.784 0.507 1.965
H 2.730 -0.288 -0.295
C -1.200 -0.002 -0.047
H 3.983 0.408 0.582
N 3.712 -0.103 -0.237
H -1.646 -1.702 -1.049
H -1.119 1.894 0.958
N -2.076 -0.998 -0.461
H -2.893 -0.621 -0.927
C -1.711 0.986 0.996
H 0.544 -0.332 -1.349
H -2.743 1.184 0.703
C 0.019 0.050 -0.472
*
```

=====

DFT (the ωB97M-V functional and the def2-TZVPD basis) results for a structure of composition C3H9N2 at a distorted geometry.

Energy above the lowest of the compared OMol25 structures with the same formula, charge and spin: 222.03 kJ/mol
Highest occupied orbital energy (spin up / spin down): -9.82 / -15.75 eV
HOMO-LUMO gap (spin up / spin down): 0.245 / 0.270 hartree

```
! wB97M-V def2-TZVPD RIJCOSX def2/J DEFGRID3
* xyz 1 3
H 1.802 -1.710 -0.211
H -2.710 -0.003 -0.306
N 0.982 -1.206 -0.018
C 1.019 0.068 -0.013
C -0.816 0.746 -0.160
H -1.870 -0.718 1.173
H -1.590 -1.374 -0.326
N 1.927 0.972 0.017
C -1.758 -0.375 0.116
H 0.092 -1.717 -0.036
H -0.905 0.965 -1.201
H 1.627 1.984 0.189
H 2.892 0.754 0.222
H -0.691 1.615 0.554
*
```

=====

DFT (the ωB97M-V functional and the def2-TZVPD basis) results for a cluster of 2 separate species, C3H9N2O in total at a distorted geometry.

Energy above the lowest of the compared OMol25 structures with the same formula, charge and spin: 493.98 kJ/mol
Highest occupied orbital energy (spin up / spin down): -1.09 / -1.09 eV
HOMO-LUMO gap (spin up / spin down): 0.202 / 0.202 hartree

```
! wB97M-V def2-TZVPD RIJCOSX def2/J DEFGRID3
* xyz -1 1
H 2.445 -0.161 0.553
C 1.983 0.518 -0.066
H -3.105 -1.440 0.740
N -2.939 -0.865 -0.077
H -0.234 -1.351 0.618
H 0.248 1.551 -0.283
O -2.303 1.345 -0.304
H -0.396 -0.596 -1.036
C -0.375 -0.534 -0.032
H 2.597 1.393 -0.011
H -3.623 -0.611 -0.783
H 2.116 0.038 -0.960
N -2.218 0.286 0.421
C 0.444 0.634 0.274
H 0.396 0.962 1.388
*
```

=====

DFT (the ωB97M-V functional and the def2-TZVPD basis) results for a cluster of 2 separate species, C3H9N2O in total at a distorted geometry.

Energy above the lowest of the compared OMol25 structures with the same formula, charge and spin: 139.86 kJ/mol
Highest occupied orbital energy: -3.06 eV
HOMO-LUMO gap: 0.275 hartree

```
! wB97M-V def2-TZVPD RIJCOSX def2/J DEFGRID3
* xyz -1 1
C 1.013 -0.696 -1.891
H 0.623 -1.639 -1.511
N 0.380 0.358 2.934
H 1.264 0.125 2.523
C -0.932 0.445 -2.081
O -0.257 0.333 0.613
N 0.044 -0.066 -2.727
H -1.571 0.581 2.212
H 1.885 -1.003 -2.483
H 0.404 1.365 3.089
H -1.046 0.402 -0.977
H 1.255 -0.124 -0.934
H -1.680 0.916 -2.706
H -0.764 -1.040 2.046
C -0.620 0.042 1.891
*
```

=====

DFT (the ωB97M-V functional and the def2-TZVPD basis) results for a cluster of 2 separate species, C3H9N2O in total at a distorted geometry.

Energy above the lowest of the compared OMol25 structures with the same formula, charge and spin: 145.18 kJ/mol
Highest occupied orbital energy: -2.73 eV
HOMO-LUMO gap: 0.263 hartree

```
! wB97M-V def2-TZVPD RIJCOSX def2/J DEFGRID3
* xyz -1 1
C -1.701 1.225 -0.862
H 2.902 -0.186 -0.116
C -1.435 0.490 1.298
N -2.276 0.644 0.113
H -1.013 1.438 1.665
H 1.504 -1.937 0.754
C 1.916 -0.437 -0.579
H -2.190 1.124 -1.830
H -0.584 -0.130 1.012
H -0.766 1.773 -0.745
N 1.717 -1.863 -0.234
H -2.023 0.052 2.109
H 2.054 -0.412 -1.689
O 0.982 0.436 -0.150
H 0.915 -2.217 -0.746
*
```

=====

DFT (the ωB97M-V functional and the def2-TZVPD basis) results for a cluster of 2 separate species, C3H9N2O in total at a distorted geometry.

Energy above the lowest of the compared OMol25 structures with the same formula, charge and spin: 231.77 kJ/mol
Highest occupied orbital energy: -14.81 eV
HOMO-LUMO gap: 0.427 hartree

```
! wB97M-V def2-TZVPD RIJCOSX def2/J DEFGRID3
* xyz 1 1
H -0.409 -0.079 -2.154
O 0.837 1.556 -2.513
C 0.283 0.632 -1.685
H 1.482 0.683 1.327
H 0.720 1.532 -3.511
H 0.238 -2.336 1.784
C -0.794 -2.096 1.493
C 1.062 1.302 0.518
N 0.378 0.510 -0.444
H -2.161 -1.233 0.529
H -0.314 -0.122 -0.065
H 0.284 1.861 1.110
H -1.557 -2.835 1.965
N -1.176 -1.265 0.647
H 1.698 2.015 -0.072
*
```

=====

DFT (the ωB97M-V functional and the def2-TZVPD basis) results for the ion C3H9N2O with charge +1 at a distorted geometry.

Energy above the lowest of the compared OMol25 structures with the same formula, charge and spin: 114.87 kJ/mol
Highest occupied orbital energy: -13.71 eV
HOMO-LUMO gap: 0.360 hartree
SMILES string: NC(=O)CC[NH3+]

```
! wB97M-V def2-TZVPD RIJCOSX def2/J DEFGRID3
* xyz 1 1
H -0.650 1.429 -2.067
H 0.639 -0.820 3.451
N 0.421 -0.148 2.736
H 0.121 0.224 -3.030
H 0.597 1.122 0.604
H -0.061 -1.312 -1.024
C -0.112 0.320 0.304
N -0.503 0.471 -2.248
H 1.332 -0.205 -1.304
O -0.078 -1.831 1.244
H -1.505 0.184 -2.428
C 0.045 -0.648 1.485
C 0.230 -0.257 -1.046
H 0.616 0.808 2.850
H -1.092 0.662 0.473
*
```

=====

DFT (the ωB97M-V functional and the def2-TZVPD basis) results for a cluster of 2 separate species, C3H9N2O in total at a distorted geometry.

Energy above the lowest of the compared OMol25 structures with the same formula, charge and spin: 357.09 kJ/mol
Highest occupied orbital energy: -13.47 eV
HOMO-LUMO gap: 0.375 hartree

```
! wB97M-V def2-TZVPD RIJCOSX def2/J DEFGRID3
* xyz 1 1
H -4.302 -0.136 0.479
C 1.872 -0.073 -0.995
N -2.399 0.028 -0.225
H 1.217 -0.510 -1.745
H -2.742 0.674 -1.013
H -0.317 0.984 -0.171
H 2.937 -0.187 -1.380
C -3.233 -0.536 0.474
O 0.405 1.304 0.421
H 0.967 -1.068 0.779
H -3.027 -1.078 1.402
H 2.707 -1.024 0.882
N 1.812 -0.663 0.466
C 1.589 0.849 0.144
H 2.514 1.434 0.482
*
```

=====

Which formula does entry 5 have?
C3H9N2

=====

What is the formula in the eleventh record?
C3H9N2O

=====

Look up the energy above the lowest of the compared OMol25 structures with the same formula, charge and spin of the tenth one.
231.77 kJ/mol

=====

Please write out number 9 again, unchanged.
DFT (the ωB97M-V functional and the def2-TZVPD basis) results for a cluster of 2 separate species, C3H9N2O in total at a distorted geometry.

Energy above the lowest of the compared OMol25 structures with the same formula, charge and spin: 145.18 kJ/mol
Highest occupied orbital energy: -2.73 eV
HOMO-LUMO gap: 0.263 hartree

```
! wB97M-V def2-TZVPD RIJCOSX def2/J DEFGRID3
* xyz -1 1
C -1.701 1.225 -0.862
H 2.902 -0.186 -0.116
C -1.435 0.490 1.298
N -2.276 0.644 0.113
H -1.013 1.438 1.665
H 1.504 -1.937 0.754
C 1.916 -0.437 -0.579
H -2.190 1.124 -1.830
H -0.584 -0.130 1.012
H -0.766 1.773 -0.745
N 1.717 -1.863 -0.234
H -2.023 0.052 2.109
H 2.054 -0.412 -1.689
O 0.982 0.436 -0.150
H 0.915 -2.217 -0.746
*
```